[1]
ORCA calculation (ωB97M-V/def2-TZVPD) on the ion CHNO6S with charge -2 at a distorted geometry.

The geometry in XYZ format:
```
10
CHNO6S ωB97M-V/def2-TZVPD
O -0.792 2.193 0.574
C -1.057 1.207 -0.133
O -2.155 0.845 -0.599
N 0.085 0.414 -0.584
O 1.375 1.084 -0.148
S 0.094 -1.174 0.101
O 1.541 -1.595 0.212
O -0.432 -1.231 1.409
O -0.568 -2.003 -0.844
H 1.909 0.261 0.013
```

Summary:
* relative energy (zero: lowest compared OMol25 entry of this formula, charge and spin): 0.0 kcal per mole
* net charge: -2
* calculated total energy: -943.06688 Eh
* SMILES string: O=C([O-])N(O)S(=O)(=O)[O-]
* HOMO level: -0.0263 Eh

Here are the natural (NBO) charges for atoms 1 to 6, given in e: number 1, O, carries -0.78; number 2, C, carries 0.83; number 3, O, carries -0.78; number 4, N, carries -0.47; number 5, O, carries -0.63; number 6, S, carries 2.48

=====

[2]
ORCA calculation (ωB97M-V/def2-TZVPD) on a cluster of 3 separate species, C8H22B2O13S2 in total.

The geometry in XYZ format:
```
47
C8H22B2O13S2 ωB97M-V/def2-TZVPD
C 0.426 3.670 1.499
O -0.826 3.299 0.923
B -1.617 2.368 1.498
O -2.915 2.204 1.095
O -1.101 1.606 2.584
C -1.088 0.282 2.383
O -1.229 -0.556 3.203
O -0.923 0.054 1.027
B 0.371 -0.154 0.533
O 0.669 0.348 -0.705
O 1.284 -0.849 1.246
H 0.618 4.703 1.222
H 0.409 3.586 2.585
H 1.226 3.043 1.100
H -3.076 1.482 0.481
H 0.040 1.016 -0.991
H 2.196 -0.525 1.158
C -4.125 -2.890 1.275
C -4.691 -3.576 0.052
O -5.420 -2.674 -0.828
S -4.570 -1.664 -1.697
C -5.858 -1.126 -2.763
O -3.587 -2.396 -2.437
O -4.152 -0.567 -0.876
H -3.346 -2.176 1.016
H -3.692 -3.641 1.936
H -4.907 -2.355 1.814
H -3.916 -4.075 -0.530
H -5.435 -4.320 0.327
H -6.187 -1.965 -3.369
H -5.433 -0.343 -3.387
H -6.668 -0.730 -2.156
C 6.710 1.375 0.808
C 6.432 1.438 -0.677
O 5.589 0.354 -1.148
S 4.047 0.419 -0.802
C 3.506 -0.859 -1.871
O 3.531 1.689 -1.214
O 3.851 0.011 0.564
H 5.807 1.536 1.393
H 7.433 2.148 1.068
H 7.119 0.402 1.081
H 5.976 2.386 -0.967
H 7.349 1.319 -1.250
H 3.666 -0.545 -2.899
H 2.445 -0.990 -1.667
H 4.061 -1.764 -1.639
```

Summary:
* relative energy (zero: lowest compared OMol25 entry of this formula, charge and spin): 0.0 kcal per mole
* calculated total energy: -2142.51112 Eh
* SMILES string: COB(O)OC(=O)OB(O)O.CCOS(C)(=O)=O.CCOS(C)(=O)=O
* HOMO level: -0.3973 Eh

Here are the natural (NBO) charges for atoms 1 to 6, given in e: number 1, C, carries -0.25; number 2, O, carries -0.71; number 3, B, carries 1.31; number 4, O, carries -0.93; number 5, O, carries -0.72; number 6, C, carries 1.02

=====

[3]
ORCA calculation (ωB97M-V/def2-TZVPD) on a structure of composition C11H9N4O3S2W.

The geometry in XYZ format:
```
30
C11H9N4O3S2W ωB97M-V/def2-TZVPD
W 0.364 0.302 0.481
S 2.636 0.676 0.124
C 2.873 2.417 0.363
C 4.218 2.888 0.312
N 5.317 3.224 0.258
C 1.830 3.232 0.585
S 0.171 2.592 0.584
C 1.983 4.635 0.787
N 2.068 5.768 0.960
N -1.864 -0.031 0.163
C -2.487 0.128 1.495
C -1.564 -0.488 2.538
O -1.952 -1.014 3.543
O -0.278 -0.366 2.210
H -2.306 0.581 -0.513
H -1.993 -0.985 -0.168
H -3.483 -0.306 1.565
H -2.546 1.196 1.713
O 0.346 -1.727 -0.225
N 1.479 -2.406 0.005
C 2.374 -2.523 -0.986
C 3.567 -3.172 -0.755
C 3.824 -3.698 0.500
C 2.871 -3.567 1.500
C 1.693 -2.908 1.231
H 2.086 -2.062 -1.918
H 4.287 -3.244 -1.557
H 4.761 -4.197 0.701
H 3.035 -3.955 2.494
H 0.904 -2.721 1.945
```

Summary:
* calculated total energy: -1732.75470 Eh
* multiplicity: 2
* HOMO level (spin up / spin down): -0.2803 / -0.2725 Eh

Here are the natural (NBO) charges for atoms 1 to 6, given in e: number 1, W, carries 1.03; number 2, S, carries -0.13; number 3, C, carries -0.25; number 4, C, carries 0.25; number 5, N, carries -0.29; number 6, C, carries -0.26